Below is an isolated ion of composition C4H7N2 and charge +1 in a non-equilibrium geometry, with properties calculated with ωB97M-V/def2-TZVPD.

Geometry as XYZ:
```
13
Properties=species:S:1:pos:R:3:forces:R:3
C -0.479259 1.805483 -0.684366 1.52 -0.28 0.78
C 0.114058 0.422140 -0.347397 -3.04 -1.84 -0.36
C 0.127945 -0.850569 -0.944677 -0.50 0.63 0.75
N 0.242225 -1.840867 0.047889 1.70 3.40 0.56
C 0.526303 -1.181723 1.203068 -3.02 0.36 -1.73
N 0.122410 0.119829 1.000084 2.79 -1.20 2.26
H -1.362727 1.994454 0.025470 1.35 -0.13 -1.35
H 0.403317 2.453133 -0.464696 -1.07 0.25 0.09
H -0.677891 1.977398 -1.745770 -0.36 -0.38 0.35
H 0.045401 -1.142153 -1.962381 -0.21 0.04 -0.55
H 0.015890 -2.815819 0.026022 0.59 -0.54 -0.52
H 0.923368 -1.709728 2.036470 -0.32 0.22 0.98
H -0.001039 0.768421 1.810284 0.57 -0.52 -1.26
```
Forces are in eV/Å.

Summary:
ΔE to the lowest compared entry with this formula, charge and spin = 32.5 kcal per mole
Kohn-Sham gap = 10.0 eV
LUMO energy = -4.1 eV
total charge = +1
HOMO energy = -14.11 eV
energy = -7234.32738 eV

Löwdin analysis output, partial charges in e:
1. C 0.00
2. C -0.22
3. C 0.03
4. N 0.12
5. C 0.00
6. N 0.11
7. H 0.12
8. H 0.10
9. H 0.09
10. H 0.13
11. H 0.17
12. H 0.15
13. H 0.21